Entry 1:
The following is a DFT calculation (ωB97M-V/def2-TZVPD) of 4 unconnected molecules or ions with the total composition C6H21N2O3 in a non-equilibrium geometry.

Results
Highest occupied orbital energy (alpha / beta) in eV: -17.597 / -18.368
Net charge: +2
Spin multiplicity: 2
Energy above the lowest of the compared OMol25 structures with the same formula, charge and spin in eV: 0.5001

Atoms and positions in Å:
C (1.80, -0.41, 1.42)
C (0.32, -0.57, 1.78)
C (-0.51, 0.64, 1.44)
N (-1.26, 0.78, -2.40)
C (-1.25, 0.34, -0.96)
C (-0.47, 0.93, -0.01)
C (0.32, 2.17, -0.33)
N (2.12, -1.18, 0.15)
H (2.10, 0.60, 1.28)
H (2.42, -0.73, 2.21)
H (-0.10, -1.62, 1.29)
H (0.09, -0.87, 2.91)
H (-1.59, 0.53, 1.62)
H (-0.24, 1.52, 2.14)
H (-1.83, 0.50, -3.01)
H (-0.98, 1.73, -2.47)
H (-1.59, -0.67, -0.96)
H (0.78, 2.58, 0.56)
H (-0.18, 3.03, -0.78)
H (1.07, 1.83, -1.01)
H (3.09, -1.50, 0.14)
H (1.85, -0.47, -0.70)
H (1.49, -2.01, 0.04)
H (-3.85, 1.20, 0.23)
H (-2.98, 2.27, 0.98)
O (-3.13, 1.81, 0.12)
H (1.08, -3.98, 2.08)
H (0.12, -4.41, 0.92)
O (0.46, -3.80, 1.41)
H (0.58, -0.03, -1.99)
H (1.59, 0.78, -2.85)
O (1.39, -0.03, -2.38)

Results of the natural (NBO) charge analysis, in e, for atoms 1 through 5: C -0.242; C -0.467; C -0.507; N -0.586; C 0.090

***

Entry 2:
The following is a DFT calculation (ωB97M-V/def2-TZVPD) of 5 unconnected molecules or ions with the total composition C76H54BrFN2O15 in a non-equilibrium geometry.

Results
Highest occupied orbital energy in eV: -9.699
Spin multiplicity: 1
Structure (SMILES): CC(=O)OCCCCCCCCc1c(ON=O)cc(Br)c2c1C(=O)N(CC(=O)F)C2=O.O=C1c2ccccc2C(=O)c2ccccc21.O=C1c2ccccc2C(=O)c2ccccc21.O=C1c2ccccc2C(=O)c2ccccc21.O=C1c2ccccc2C(=O)c2ccccc21

Atoms and positions in Å:
C (7.48, -3.61, -2.29)
C (8.35, -2.31, -2.78)
O (8.77, -2.30, -4.07)
O (8.69, -1.13, -1.92)
C (7.46, -0.32, -1.95)
C (7.51, 1.03, -1.02)
C (5.96, 1.41, -0.60)
C (5.46, 2.90, -1.13)
C (3.96, 3.26, -0.50)
C (2.73, 2.87, -1.55)
C (1.23, 3.09, -0.92)
C (0.57, 1.75, -0.25)
C (0.55, 0.44, -1.24)
C (1.81, -0.65, -1.36)
O (2.99, -0.45, -0.50)
N (2.69, -0.78, 0.77)
O (2.19, -1.89, 0.84)
C (1.80, -1.94, -2.40)
C (0.46, -2.22, -3.37)
Br (0.29, -3.77, -4.62)
C (-0.77, -1.15, -3.21)
C (-0.75, 0.13, -2.18)
C (-2.20, 0.87, -2.37)
O (-2.60, 2.14, -2.25)
N (-3.07, -0.33, -2.81)
C (-3.52, -1.18, -1.63)
C (-3.41, -2.80, -1.86)
O (-2.77, -3.50, -0.88)
F (-3.94, -3.57, -3.00)
C (-2.25, -1.04, -3.89)
O (-2.68, -1.41, -5.10)
H (6.45, -3.62, -2.87)
H (8.02, -4.62, -2.54)
H (7.19, -3.58, -1.13)
H (7.21, 0.02, -3.05)
H (6.58, -1.05, -1.64)
H (8.12, 1.92, -1.47)
H (8.05, 0.73, 0.00)
H (5.79, 1.29, 0.56)
H (5.27, 0.63, -1.18)
H (6.26, 3.72, -0.90)
H (5.31, 2.78, -2.31)
H (3.84, 2.75, 0.55)
H (3.98, 4.44, -0.34)
H (2.83, 3.67, -2.44)
H (2.90, 1.82, -2.06)
H (1.20, 3.94, -0.10)
H (0.52, 3.47, -1.80)
H (1.23, 1.46, 0.69)
H (-0.56, 1.90, 0.12)
H (2.74, -2.66, -2.44)
H (-2.89, -0.89, -0.66)
H (-4.66, -0.95, -1.36)
O (-5.33, 7.65, 2.78)
C (-4.15, 7.33, 2.69)
C (-3.10, 8.16, 3.32)
C (-3.46, 9.31, 4.04)
C (-2.48, 10.07, 4.67)
C (-1.14, 9.70, 4.59)
C (-0.78, 8.57, 3.85)
C (-1.76, 7.80, 3.22)
C (-1.36, 6.62, 2.43)
O (-0.18, 6.33, 2.29)
C (-2.41, 5.78, 1.82)
C (-2.04, 4.63, 1.10)
C (-3.03, 3.81, 0.55)
C (-4.38, 4.13, 0.71)
C (-4.74, 5.28, 1.41)
C (-3.75, 6.11, 1.96)
H (-4.51, 9.60, 4.12)
H (-2.77, 10.96, 5.23)
H (-0.38, 10.29, 5.09)
H (0.27, 8.29, 3.79)
H (-0.99, 4.37, 0.97)
H (-2.74, 2.92, -0.01)
H (-5.14, 3.49, 0.29)
H (-5.79, 5.53, 1.53)
O (3.37, -8.23, -6.66)
C (2.38, -8.69, -7.21)
C (2.52, -9.69, -8.29)
C (3.79, -10.11, -8.68)
C (3.93, -11.08, -9.68)
C (2.80, -11.63, -10.29)
C (1.53, -11.19, -9.91)
C (1.39, -10.22, -8.92)
C (0.04, -9.75, -8.54)
O (-0.95, -10.17, -9.13)
C (-0.10, -8.77, -7.45)
C (-1.38, -8.35, -7.06)
C (-1.53, -7.45, -6.00)
C (-0.40, -6.97, -5.33)
C (0.87, -7.38, -5.73)
C (1.02, -8.28, -6.79)
H (4.68, -9.70, -8.21)
H (4.93, -11.41, -9.98)
H (2.91, -12.39, -11.05)
H (0.65, -11.62, -10.39)
H (-2.26, -8.72, -7.57)
H (-2.52, -7.13, -5.70)
H (-0.52, -6.28, -4.50)
H (1.75, -7.00, -5.20)
O (-6.23, 0.39, 4.08)
C (-7.22, -0.07, 3.54)
C (-7.08, -1.07, 2.45)
C (-5.81, -1.49, 2.06)
C (-5.67, -2.46, 1.07)
C (-6.80, -3.01, 0.46)
C (-8.07, -2.57, 0.83)
C (-8.21, -1.60, 1.83)
C (-9.56, -1.13, 2.20)
O (-10.55, -1.55, 1.62)
C (-9.70, -0.15, 3.30)
C (-10.98, 0.27, 3.69)
C (-11.13, 1.17, 4.75)
C (-10.00, 1.65, 5.42)
C (-8.73, 1.24, 5.02)
C (-8.58, 0.34, 3.96)
H (-4.92, -1.08, 2.54)
H (-4.67, -2.79, 0.77)
H (-6.69, -3.77, -0.31)
H (-8.95, -3.00, 0.35)
H (-11.86, -0.10, 3.17)
H (-12.12, 1.49, 5.05)
H (-10.12, 2.34, 6.25)
H (-7.85, 1.62, 5.55)
O (5.28, 2.40, 3.56)
C (4.77, 2.63, 4.65)
C (5.47, 2.25, 5.90)
C (6.73, 1.65, 5.83)
C (7.41, 1.32, 7.00)
C (6.84, 1.60, 8.24)
C (5.58, 2.19, 8.32)
C (4.89, 2.51, 7.14)
C (3.55, 3.12, 7.22)
O (3.01, 3.30, 8.31)
C (2.86, 3.52, 5.98)
C (1.60, 4.13, 6.05)
C (0.95, 4.54, 4.88)
C (1.56, 4.34, 3.64)
C (2.81, 3.72, 3.57)
C (3.46, 3.30, 4.74)
H (7.18, 1.43, 4.86)
H (8.39, 0.85, 6.95)
H (7.38, 1.36, 9.16)
H (5.14, 2.40, 9.29)
H (1.12, 4.29, 7.02)
H (-0.02, 5.02, 4.94)
H (1.07, 4.67, 2.73)
H (3.28, 3.57, 2.60)

Results of the Löwdin charge analysis, in e, for atoms 1 through 5: C -0.038; C -0.281; O -0.026; O -0.116; C -0.217

***

| no. | M (g/mol) | electronic energy (a.u.) |
| --- | --- | --- |
| 1 | 169.24 | -575.689327 |
| 2 | 1334.17 | -6839.833636 |